This record from the OMol25 dataset describes a structure of composition C7H14MnN2O3S2. The level of theory is ωB97M-V/def2-TZVPD.

The geometry in XYZ format:
```
29
Properties=species:S:1:pos:R:3:forces:R:3
Mn -0.5497 0.1312 0.5748 -0.1 0.0 0.0
C 4.1463 2.4582 0.2396 0.0 -0.1 0.0
O 3.3147 1.4232 0.8284 0.0 0.0 0.0
C 2.0812 1.2587 0.4775 0.0 0.0 0.0
O 1.4115 0.3595 1.0154 0.0 0.1 0.0
N 1.5286 2.0652 -0.4628 0.0 0.0 0.0
N 0.1852 1.8370 -0.8228 0.0 0.0 0.0
H 5.1063 2.3532 0.7305 0.0 0.0 0.0
H 3.7281 3.4397 0.4583 0.0 0.0 0.0
H 4.2606 2.2796 -0.8288 0.0 0.0 0.0
H 2.0530 2.7779 -0.9462 0.0 0.0 0.0
H 0.1412 1.5685 -1.8045 0.0 0.0 0.0
H -0.3359 2.7050 -0.7179 0.0 0.0 0.0
O -1.0245 -1.4522 -0.4612 0.1 -0.1 0.0
S -1.7795 -2.8001 -0.6212 -0.1 0.1 0.0
C -0.9324 -3.9951 0.4473 0.0 0.0 0.0
C 0.1021 -4.7227 -0.4052 0.0 0.0 0.0
C -0.5445 -4.8814 -1.7776 0.0 0.0 0.0
C -1.0867 -3.5034 -2.1447 0.0 0.0 0.0
H -1.7198 -4.6620 0.8039 0.0 0.0 0.0
H -0.5400 -3.4435 1.3015 0.0 0.0 0.0
H 0.3572 -5.6807 0.0443 0.0 0.0 0.0
H 1.0182 -4.1339 -0.4751 0.0 0.0 0.0
H -1.3561 -5.6101 -1.7350 0.0 0.0 0.0
H 0.1562 -5.2208 -2.5386 0.0 0.0 0.0
H -1.8525 -3.4946 -2.9169 0.0 0.0 0.0
H -0.2888 -2.8074 -2.4102 0.0 0.0 0.0
S -3.0231 1.2222 3.0834 0.0 0.0 0.0
C -2.0202 0.7970 2.0654 0.0 0.0 0.0
```
Forces are in eV/Å.

Values from the calculation:
**HOMO energy (alpha / beta)**: -16.22 / -16.45 eV
**HOMO-LUMO gap (alpha / beta)**: 8.8503 / 8.6295 eV
**Relative energy (zero: lowest compared OMol25 entry of this formula, charge and spin)**: 0.0 kcal/mol
**Largest force on an atom**: 0.15 eV Å⁻¹
**LUMO energy (alpha / beta)**: -7.37 / -7.82 eV
**Spin multiplicity**: 6
**Charge**: +2
**Energy**: -69583.945 eV